This record from the OMol25 dataset describes a molecular structure, C16H36F8KN6O16S8 in a non-equilibrium geometry. The level of theory is the ωB97M-V functional and the def2-TZVPD basis.

The charge is -1. Its HOMO-LUMO gap is 9.34 eV. As for the spin multiplicity: 1. The energy above the lowest of the compared OMol25 structures with the same formula, charge and spin comes out at 0.00 kcal/mol. The highest occupied orbital energy comes out at -0.2809 Ha. Its calculated total energy is -183625.04635 eV. As for the molar mass: 1016.11 g mol⁻¹.

Atoms and positions in Å:
K: 0.3035 0.0083 0.5465
S: -1.6053 -0.9865 3.8249
S: 3.3685 0.8164 3.3499
S: -2.7013 2.5631 0.8597
S: 0.4864 -1.3658 -2.9923
S: 5.7506 1.4458 2.6564
S: 0.2225 -2.6497 3.2292
S: -2.0218 2.1407 -1.4195
S: 2.6829 -2.0889 -2.0448
F: -0.8692 -1.1240 -2.1627
F: 3.6666 -1.5039 -0.9098
F: -0.7891 1.4102 -2.1543
F: 6.3074 2.9127 2.2518
F: 2.4271 1.4035 4.4722
F: -1.8974 3.0721 2.1241
F: 1.2710 -2.6307 2.0392
F: -2.6230 -0.1232 2.9897
O: -2.1173 3.3894 -2.0829
O: 3.8022 -0.4243 3.8897
O: -1.1507 -0.0592 4.7990
O: 0.2353 -2.6492 -3.5437
O: 0.9888 -2.4376 4.3991
O: 2.5086 0.7735 2.2048
O: 3.3303 -1.7758 -3.2731
O: 5.5730 0.8316 1.3670
O: 6.7794 0.9458 3.4929
O: -2.3776 -2.1083 4.2589
O: -3.3999 1.4292 1.3278
O: -3.4456 3.7007 0.4580
O: 2.5663 -3.4471 -1.6240
O: -3.0000 1.1204 -1.6693
O: -0.4094 -3.9120 3.0268
O: 0.5810 -0.2733 -3.8944
N: -0.5737 -1.3080 2.6331
N: -3.3035 -3.1434 0.2370
N: 3.7085 2.8120 -1.4279
N: 1.4244 -1.2034 -1.6537
N: 4.4217 1.9987 3.3527
N: -1.3097 2.1424 -0.0229
C: -3.9692 -2.1321 -1.8955
C: -4.6153 -3.5015 -1.7813
C: 1.6455 2.4050 -2.8783
C: 4.5224 1.6979 -1.9799
C: -6.0156 -2.7725 2.9208
C: -3.7932 -3.1421 1.6711
C: 3.0188 2.4024 -0.1746
C: -3.7302 -1.8212 -0.4121
C: -5.2487 -3.5270 1.8421
C: -1.7933 -3.1508 0.2806
C: 4.6440 3.9144 -0.9872
C: 0.9750 2.8861 -4.1809
C: -3.8419 -4.2272 -0.6756
C: 2.8050 3.6773 0.6377
C: 2.8159 3.3202 -2.5154
C: 3.8371 4.6663 0.0421
H: 3.4689 3.4933 -3.3732
H: -2.9908 -4.7894 -1.0509
H: 3.3761 5.5524 -0.3972
H: 1.6214 2.6272 -5.0140
H: 0.6953 3.9406 -4.1191
H: 0.0089 2.3831 -4.2288
H: -1.5716 -4.0020 0.9188
H: -3.7423 -2.0886 1.9444
H: -3.0566 -0.9903 -0.2276
H: -5.6550 -3.4443 -1.4510
H: 4.4557 5.0402 0.8569
H: -4.6781 -1.3762 -2.2223
H: -1.3692 -3.3946 -0.6912
H: -5.2664 -4.5754 2.1771
H: -5.7538 -3.6654 0.8822
H: 2.3778 4.2806 -2.2329
H: 5.2423 2.1005 -2.6881
H: -4.4876 -4.8868 -0.1076
H: 3.0264 3.4935 1.6780
H: -7.0047 -3.2279 2.9666
H: 1.7723 3.9931 0.5006
H: -5.4349 -2.8500 3.8372
H: 3.8991 0.9584 -2.4769
H: 5.5103 3.4202 -0.5542
H: 5.0106 1.1813 -1.1593
H: -6.2074 -1.7197 2.7048
H: -3.1004 -3.7520 2.2392
H: 3.6592 1.6731 0.2961
H: -4.7075 -1.6202 0.0316
H: -3.0007 -2.1085 -2.3879
H: 2.0255 1.4039 -3.0806
H: 4.9347 4.4670 -1.8768
H: -1.5388 -2.1849 0.6739
H: -4.6047 -4.0480 -2.7242
H: 2.0897 1.9080 -0.4095
H: 0.9286 2.4106 -2.0629

Results of the Mulliken charge analysis, in e, for atoms 1 through 6: K 1.4866; S 0.8217; S 0.9495; S 0.8285; S 0.7701; S 1.0169

This record from the OMol25 dataset describes 5 unconnected molecules or ions with the total composition C16H36NO8S4 in a non-equilibrium geometry. The level of theory is the ωB97M-V functional and the def2-TZVPD basis.

The charge is +1. Its HOMO-LUMO gap is 9.99 eV. As for the spin multiplicity: 1. The energy above the lowest of the compared OMol25 structures with the same formula, charge and spin comes out at 0.00 kcal/mol. The highest occupied orbital energy comes out at -0.4567 Ha. Its calculated total energy is -78374.98176 eV. As for the molar mass: 498.73 g mol⁻¹.

Atoms and positions in Å:
S: 1.5349 -0.4948 3.3438
S: -2.3731 -1.6008 0.8328
S: 1.7429 0.5412 -1.1522
S: -1.6521 2.3222 -2.7862
O: 0.5289 -0.0708 2.3838
O: -2.1391 2.8812 -1.5702
O: -3.0011 -2.0878 2.0288
O: 0.5709 -0.1518 -1.5862
O: -0.2531 2.6062 -3.0282
O: 2.2429 -1.7278 3.2668
O: 1.6679 1.4652 -0.1662
O: -2.2041 -0.1678 0.6528
N: -0.8481 2.5632 1.1728
C: 2.8399 0.9102 5.2848
C: 2.7499 1.1082 -2.4452
C: -3.7771 1.9682 -4.1672
C: 0.7089 -0.4958 4.9538
C: 2.6449 0.8512 3.6858
C: 3.9669 -0.9168 -1.3822
C: 2.8839 -0.6308 -0.4162
C: -0.8861 -2.4908 0.4548
C: 1.8569 -0.0848 5.9668
C: -1.2721 -3.8878 -0.0422
C: -2.1511 0.6322 -2.9502
C: -3.2761 0.5042 -3.8972
C: -2.6231 -3.7298 -0.6482
C: 4.1699 0.4472 -2.1242
C: -3.2681 -2.2438 -0.5462
C: -2.4741 2.8842 -4.1132
H: -3.1631 -4.5028 -0.1362
H: -0.1541 0.1572 5.0068
H: 2.2969 -1.0038 6.2898
H: 2.3439 0.5202 -3.3382
H: -2.9231 0.1192 -4.9162
H: -2.0931 2.9282 -5.0172
H: -4.4951 2.1912 -3.4362
H: 2.9249 1.8902 5.6528
H: -0.2491 -2.4918 1.3208
H: -0.6141 -4.1938 -0.9202
H: 2.3109 1.7432 3.2918
H: -2.1771 0.2762 -1.9182
H: -4.0721 0.0002 -3.5372
H: -4.3351 -2.1168 -0.4052
H: 0.4809 -1.5098 5.3178
H: 2.3739 -1.3658 0.0458
H: 3.5649 -1.7468 -2.1142
H: -0.2431 -1.8198 -0.1532
H: -4.3221 2.1282 -5.0582
H: 3.1419 0.0002 0.2868
H: -0.5651 2.9122 1.9928
H: -2.4681 3.9162 -3.8602
H: -0.7091 1.5962 0.9148
H: -1.8501 2.8212 0.9488
H: -0.2061 3.1502 0.4358
H: 4.5979 0.3552 -3.1382
H: -1.2891 -0.0028 -3.2512
H: -2.8311 -3.7888 -1.6212
H: 1.2879 0.2682 6.8238
H: 4.8149 -1.2638 -0.7982
H: -2.7691 -1.7368 -1.3832
H: 2.7589 2.1472 -2.4472
H: 4.8099 1.1172 -1.4852
H: 3.5579 0.7362 3.1808
H: 3.6519 0.4772 5.7018
H: -1.3011 -4.8078 0.7198

Results of the natural (NBO) charge analysis, in e, for atoms 1 through 6: S 2.1752; S 2.1934; S 2.2656; S 2.2468; O -0.9795; O -0.9877

This record from the OMol25 dataset describes a molecular structure, C16H37B3NO10PS2 in a non-equilibrium geometry. The level of theory is the ωB97M-V functional and the def2-TZVPD basis.

The charge is 0. Its HOMO-LUMO gap is 8.85 eV. As for the spin multiplicity: 1. The energy above the lowest of the compared OMol25 structures with the same formula, charge and spin comes out at 24.01 kcal/mol. The highest occupied orbital energy comes out at -0.3202 Ha. Its calculated total energy is -72153.08240 eV. As for the molar mass: 531.01 g mol⁻¹.

Atoms and positions in Å:
S: -2.3271 -7.4029 0.2681
S: -2.6843 -1.7171 2.3096
P: 1.0889 4.4965 -4.0281
O: 0.8222 3.7082 -5.4560
O: 1.4773 6.1175 -4.2791
O: -1.1410 -6.5981 0.0938
O: -3.8849 -1.1835 2.9090
O: -0.1632 4.4990 -3.1712
O: 2.0288 2.5773 -2.1624
O: 3.9152 3.0806 -0.7472
O: 3.7934 4.1522 -2.9093
O: -3.5309 -6.8734 0.8652
O: -1.4978 -0.9097 2.1331
N: 0.4061 7.0094 -0.8767
C: -0.5333 1.7279 0.9651
C: 2.6261 6.8182 0.4004
C: -1.8697 -8.9213 1.1024
C: -2.3150 -3.7790 0.7350
C: -1.9577 -9.4624 -1.3060
C: 4.6105 5.5896 -0.7948
C: 3.4209 6.6355 -0.9194
C: -2.2257 -3.2351 3.1430
C: 1.0472 1.7324 1.0825
C: 1.5469 3.0772 0.4270
C: 1.3545 1.8449 2.6194
C: -2.1193 -10.0520 0.0987
C: -2.4763 -4.3670 2.1393
C: -3.0963 -2.4692 0.7438
C: -2.7396 -8.1535 -1.2986
C: 1.2363 7.5393 0.2031
B: 2.4968 2.8911 -0.8334
B: 4.1200 4.2651 -1.5250
B: 2.4624 3.6633 -2.9456
H: -0.8970 2.2804 1.8507
H: 3.2290 7.4867 1.0514
H: -4.1714 -2.6515 0.7369
H: 0.8203 7.1285 -1.7886
H: -1.7952 -5.1989 2.3081
H: 1.3668 8.6328 0.1440
H: -0.8363 2.3227 0.0790
H: 3.7864 7.6273 -1.2437
H: -3.8147 -8.3360 -1.3061
H: -1.2582 -3.5833 0.5361
H: 0.7420 1.1525 3.2188
H: -2.8312 -3.3463 4.0402
H: 0.1230 6.0562 -0.7060
H: -0.1020 3.8578 -5.6826
H: 2.7421 6.2801 -1.7233
H: -2.6809 -4.4570 -0.0317
H: -3.4920 -4.7468 2.2591
H: 2.4393 1.7544 2.8201
H: 1.0632 2.8733 2.9218
H: 2.1425 3.6234 1.1893
H: 5.5792 5.9871 -1.1387
H: -0.8170 -8.8501 1.3733
H: -2.4668 -7.4832 -2.1114
H: 0.7197 3.7530 0.1300
H: 4.6912 5.3484 0.2847
H: -0.9494 0.7051 0.8732
H: -1.1726 -3.1641 3.4133
H: -1.4371 -10.8849 0.2682
H: -3.1367 -10.4326 0.2185
H: 1.4887 0.8223 0.6456
H: 2.4193 6.1547 -4.0601
H: -2.8245 -1.7986 -0.0694
H: 2.4662 5.8754 0.9527
H: 0.6743 7.3510 1.1425
H: -0.9011 -9.2652 -1.5048
H: -2.4765 -9.0337 1.9985
H: -2.3238 -10.1420 -2.0752

Results of the natural (NBO) charge analysis, in e, for atoms 1 through 6: S 2.1692; S 2.1734; P 2.0011; O -0.9620; O -0.9481; O -0.9431